{
  "formula": "C2H2ClN2",
  "method": "ωB97M-V/def2-TZVPD",
  "elements": ["C", "C", "N", "N", "Cl", "H", "H"],
  "xyz": [[-1.13975, 1.49905, -0.81714], [-1.05183, 2.34167, 0.12460], [-4.68777, -1.41227, 0.79223], [-3.95978, -0.64885, 0.42148], [0.64296, 1.52091, -0.22361], [-1.51935, 0.95842, -1.70690], [-1.32272, 3.00501, 0.98358]],
  "atomic_forces_ev_per_a": [[-0.052, 0.273, -0.446], [-0.294, -0.198, 0.581], [2.732, 2.877, -1.395], [-2.696, -2.850, 1.376], [-0.440, 0.174, 0.053], [0.298, 0.378, 0.897], [0.452, -0.654, -1.067]],
  "energy_ha": -646.71289,
  "charge": 1,
  "relative_energy_ev": 0.926,
  "e_homo_ha": -0.626
}